Density functional theory data (the ωB97M-V functional and the def2-TZVPD basis) for a cluster of 7 separate species, C49H60F6INO4PS in total at a distorted geometry.

Geometry (Å):
C -2.358 0.023 7.080
C -3.463 0.633 6.221
C -3.588 0.050 4.813
O -2.289 -0.394 4.383
N -2.214 -0.877 3.067
C -2.540 0.172 2.054
C -1.669 1.422 2.135
C -2.382 2.642 2.716
C -1.840 3.051 4.076
C -2.522 4.275 4.665
C -4.024 4.294 4.555
O -4.591 3.059 4.988
C -5.840 2.760 4.404
C -0.790 -1.483 2.866
I 0.669 -0.724 4.240
C -0.271 -1.361 1.444
C 0.763 -2.457 1.174
P -3.347 -2.326 2.846
O -2.859 -2.902 1.472
O -4.704 -1.632 2.453
S -3.341 -3.544 4.297
H -1.407 0.502 6.865
H -2.242 -1.042 6.917
H -2.566 0.224 8.125
H -3.380 1.714 6.169
H -4.415 0.427 6.706
H -3.978 0.815 4.141
H -4.289 -0.781 4.842
H -3.572 0.473 2.199
H -2.513 -0.282 1.072
H -0.743 1.213 2.662
H -1.388 1.649 1.111
H -2.240 3.477 2.031
H -3.458 2.485 2.774
H -1.893 2.196 4.750
H -0.781 3.278 3.963
H -2.158 5.164 4.152
H -2.238 4.365 5.711
H -4.369 4.517 3.543
H -4.399 5.095 5.196
H -6.412 2.166 5.110
H -6.407 3.656 4.165
H -5.718 2.166 3.493
H -0.881 -2.526 3.147
H 0.179 -0.384 1.304
H -1.065 -1.508 0.725
H 1.328 -2.239 0.276
H 1.440 -2.595 2.010
H 0.237 -3.400 1.028
H -3.245 -2.451 0.703
H -5.329 -1.762 3.186
F -1.617 0.338 -0.942
C -1.438 -0.281 -2.147
C -1.358 0.489 -3.285
C -1.162 -0.154 -4.499
C -1.059 -1.537 -4.552
C -1.149 -2.287 -3.390
C -1.336 -1.656 -2.169
H -1.441 1.566 -3.218
H -1.083 0.430 -5.406
H -0.899 -2.031 -5.500
H -1.063 -3.364 -3.431
H -1.390 -2.225 -1.249
F 1.867 -2.763 -5.546
C 2.822 -1.817 -5.387
C 2.526 -0.696 -4.641
C 3.508 0.269 -4.470
C 4.757 0.106 -5.053
C 5.025 -1.030 -5.804
C 4.055 -2.008 -5.974
H 1.544 -0.589 -4.201
H 3.295 1.154 -3.885
H 5.517 0.862 -4.925
H 5.997 -1.159 -6.261
H 4.243 -2.903 -6.549
F -1.420 7.760 4.976
C -2.465 8.495 5.420
C -3.726 8.206 4.942
C -4.801 8.954 5.398
C -4.599 9.977 6.314
C -3.318 10.249 6.777
C -2.237 9.503 6.332
H -3.854 7.409 4.222
H -5.797 8.738 5.037
H -5.437 10.562 6.665
H -3.158 11.048 7.488
H -1.232 9.696 6.683
F 3.404 -6.459 -0.198
C 2.100 -6.743 -0.383
C 1.203 -6.436 0.619
C -0.140 -6.724 0.422
C -0.564 -7.315 -0.760
C 0.361 -7.616 -1.751
C 1.705 -7.330 -1.567
H 1.556 -5.981 1.535
H -0.857 -6.488 1.198
H -1.610 -7.544 -0.907
H 0.036 -8.080 -2.673
H 2.440 -7.554 -2.327
F 3.698 -5.089 -7.209
C 3.613 -6.028 -6.240
C 3.104 -7.269 -6.560
C 3.028 -8.230 -5.563
C 3.454 -7.939 -4.275
C 3.958 -6.679 -3.980
C 4.043 -5.710 -4.968
H 2.779 -7.473 -7.571
H 2.641 -9.212 -5.797
H 3.398 -8.697 -3.504
H 4.293 -6.447 -2.978
H 4.439 -4.725 -4.761
F 5.114 2.932 -6.384
C 6.350 3.436 -6.593
C 6.822 4.417 -5.746
C 8.095 4.924 -5.965
C 8.867 4.452 -7.017
C 8.366 3.465 -7.854
C 7.097 2.946 -7.645
H 6.201 4.774 -4.936
H 8.484 5.692 -5.310
H 9.857 4.852 -7.184
H 8.964 3.097 -8.676
H 6.686 2.175 -8.282

Summary:
- Calculated total energy: -105989.3072 eV
- Charge: +1
- LUMO: -2.48 eV
- Molecular weight: 1030.96 g mol⁻¹

Atomic partial charges in e from the Löwdin method, atoms 1 to 8: -0.078, -0.196, -0.183, -0.208, -0.268, -0.139, -0.144, -0.174

Density functional theory data (the ωB97M-V functional and the def2-TZVPD basis) for a structure of composition C49H60N5O3SSi2TeV at a distorted geometry.

Geometry (Å):
V 0.522 -0.196 1.051
C 0.945 -4.292 -0.184
C 1.088 -2.870 0.262
N 0.096 -2.017 0.227
N -1.015 -2.362 -0.393
C -2.191 -2.514 0.191
N -3.254 -2.738 -0.623
S -2.456 -2.464 1.853
C 2.331 -2.384 0.787
C 3.506 -3.143 0.937
C 4.608 -2.559 1.524
C 4.528 -1.240 1.971
C 3.345 -0.551 1.773
N 2.300 -1.098 1.179
H -0.032 -4.431 -0.639
H 1.719 -4.548 -0.903
H 1.033 -4.961 0.672
H -3.114 -2.952 -1.598
H -4.080 -3.109 -0.186
H 3.539 -4.168 0.605
H 5.513 -3.128 1.670
H 5.359 -0.761 2.460
H 3.218 0.470 2.119
O 0.836 0.675 -0.271
C 0.875 1.984 -0.682
C -0.586 2.490 -0.670
C -1.227 2.504 0.689
C -2.025 3.599 1.017
C -2.667 3.632 2.239
C -2.498 2.561 3.093
C -1.698 1.487 2.705
C -1.626 0.315 3.643
C -0.218 -0.302 3.822
O 0.252 -0.535 2.566
C -0.325 -1.604 4.623
C -0.832 -1.623 5.915
C -0.895 -2.814 6.616
C -0.451 -3.993 6.040
C 0.064 -3.977 4.756
C 0.131 -2.787 4.056
C 0.775 0.615 4.545
C 2.025 0.082 4.849
C 2.976 0.838 5.509
C 2.697 2.148 5.864
C 1.462 2.689 5.554
C 0.505 1.931 4.898
N -1.081 1.465 1.517
C 1.480 2.169 -2.075
C 1.630 3.452 -2.592
C 2.236 3.649 -3.818
C 2.692 2.566 -4.553
C 2.563 1.289 -4.039
C 1.969 1.091 -2.801
C 1.793 2.746 0.282
C 3.112 2.304 0.364
C 4.007 2.900 1.235
C 3.596 3.943 2.046
C 2.299 4.413 1.945
C 1.407 3.834 1.055
H -1.157 1.785 -1.285
H -0.645 3.479 -1.128
H -2.138 4.413 0.317
H -3.290 4.465 2.519
H -2.976 2.543 4.060
H -2.250 -0.488 3.232
H -2.033 0.587 4.615
H -1.175 -0.712 6.384
H -1.293 -2.825 7.619
H -0.516 -4.924 6.582
H 0.414 -4.889 4.293
H 0.535 -2.764 3.051
H 2.240 -0.945 4.582
H 3.930 0.400 5.760
H 3.432 2.740 6.388
H 1.229 3.706 5.831
H -0.451 2.380 4.677
H 1.302 4.304 -2.015
H 2.361 4.652 -4.196
H 3.164 2.726 -5.510
H 2.939 0.443 -4.596
H 1.921 0.092 -2.383
H 3.440 1.494 -0.276
H 5.027 2.548 1.268
H 4.283 4.395 2.744
H 1.969 5.237 2.560
H 0.416 4.254 0.977
O -2.922 0.312 -0.173
H -3.794 0.670 0.011
H -2.759 -0.386 0.476
C -0.737 -4.500 -5.671
Si -0.137 -2.898 -4.822
C 0.494 -1.602 -6.070
C 1.232 -3.357 -3.579
C -1.597 -2.218 -3.783
Te -1.087 -0.586 -2.453
C -1.832 0.892 -3.861
Si -3.710 1.268 -3.731
C -4.109 2.471 -2.291
C -4.680 -0.353 -3.454
C -4.206 2.080 -5.383
H 0.076 -4.984 -6.203
H -1.530 -4.316 -6.388
H -1.115 -5.213 -4.943
H 1.381 -1.966 -6.582
H 0.752 -0.667 -5.579
H -0.245 -1.379 -6.833
H 2.205 -3.427 -4.052
H 1.013 -4.321 -3.131
H 1.299 -2.620 -2.781
H -1.975 -3.032 -3.170
H -2.408 -1.876 -4.413
H -1.600 0.528 -4.856
H -1.250 1.799 -3.709
H -4.894 2.069 -1.658
H -4.461 3.426 -2.669
H -3.251 2.666 -1.657
H -4.279 -0.898 -2.601
H -4.638 -1.005 -4.322
H -5.729 -0.151 -3.261
H -3.665 3.007 -5.549
H -5.264 2.317 -5.388
H -4.015 1.433 -6.232

Summary:
- ⟨S²⟩: 0.758
- Calculated total energy: -124948.4642 eV
- Charge: +1
- LUMO (spin up / spin down): -3.75 / -3.70 eV
- 2S+1: 2
- Molecular weight: 1033.83 g mol⁻¹

Atomic partial charges in e from the Löwdin method, atoms 1 to 8: 1.032, 0.008, -0.229, -0.050, -0.157, -0.959, 0.091, 0.711

Which formula does entry 1 have? C49H60F6INO4PS